(1)
Formula: H10Na2O6
Source: OMol25
Level of theory: ωB97M-V/def2-TZVPD

```
18
Properties=species:S:1:pos:R:3
Na -15.8045 8.3045 5.7503
Na -13.2801 5.7036 6.7950
O -15.7291 8.6958 8.2180
H -15.3732 7.9789 7.7141
O -15.3558 6.0189 5.8162
H -15.2899 6.5623 5.0392
O -16.1300 5.9847 8.6401
H -16.0016 5.9607 7.6828
H -16.1265 6.9565 8.8282
O -16.2195 3.1394 6.2281
H -15.7594 2.7212 5.4904
H -15.8664 4.0430 6.2733
O -18.1147 6.3249 5.3807
H -17.2472 6.0112 5.7129
H -18.7468 5.9424 6.0007
O -16.0646 4.2867 3.0749
H -15.7846 4.8849 2.3741
H -16.0052 4.7963 3.8984
```

Calculated values
**2S+1**: 1
**Frontier orbital gap**: 6.03 eV
**Electronic energy**: -21279.7761 eV
**Charge**: 0
**Energy relative to the best compared isomer or geometry (same formula, charge and spin)**: 0.984 eV

Atomic partial charges in e from the Löwdin method, atoms 1 to 2:
1. Na 0.660
2. Na 0.815

---

(2)
Formula: H10O4S2
Source: OMol25
Level of theory: ωB97M-V/def2-TZVPD

```
16
Properties=species:S:1:pos:R:3
S -2.4386 -1.2376 -1.6046
S -0.6604 -1.1391 -2.7095
H -2.3053 0.1030 -1.2169
H 0.0497 -0.5821 -1.5830
O -0.2753 0.2478 4.1214
H 0.3566 0.1949 3.3813
H -1.0882 0.1506 3.5938
O 3.6566 1.2525 2.0108
H 4.2275 0.6596 2.5257
H 3.0010 1.4876 2.6826
O 1.8034 1.9330 -0.1488
H 2.2367 2.7009 -0.5371
H 2.5755 1.3444 -0.0766
O -0.1772 0.4435 1.3139
H 0.2124 1.3415 1.4880
H 0.2350 0.0754 0.5277
```

Calculated values
**2S+1**: 1
**Frontier orbital gap**: 9.05 eV
**SMILES**: SS.O.O.O.O
**Electronic energy**: -30022.2196 eV
**Charge**: 0
**Energy relative to the best compared isomer or geometry (same formula, charge and spin)**: 0.928 eV

Atomic partial charges in e from the Löwdin method, atoms 1 to 2:
1. S 0.180
2. S 0.185

---

(3)
Formula: H10O4S2
Source: OMol25
Level of theory: ωB97M-V/def2-TZVPD

```
16
Properties=species:S:1:pos:R:3
S -2.4876 5.2537 -2.5885
S -0.9721 4.4070 -1.4163
H -3.2277 4.1474 -2.6805
H -0.0471 4.7170 -2.3339
O -2.1218 -0.9276 2.4799
H -1.8713 -1.8225 2.2045
H -1.4994 -0.3408 2.0358
O 1.2345 1.7653 -1.2083
H 0.8866 1.9732 -2.0871
H 1.2524 0.7976 -1.2245
O 0.9713 -1.3321 -1.4175
H 1.3417 -2.1864 -1.1705
H 0.0858 -1.5546 -1.7367
O 2.4287 -5.2168 3.5332
H 1.7573 -4.6441 3.1416
H 2.2686 -5.0363 4.4689
```

Calculated values
**2S+1**: 1
**Frontier orbital gap**: 8.95 eV
**SMILES**: SS.O.O.O.O
**Electronic energy**: -30022.3303 eV
**Charge**: 0
**Energy relative to the best compared isomer or geometry (same formula, charge and spin)**: 0.817 eV

Atomic partial charges in e from the Löwdin method, atoms 1 to 2:
1. S 0.224
2. S 0.242

---

(4)
Formula: H10O5
Source: OMol25
Level of theory: ωB97M-V/def2-TZVPD

```
15
Properties=species:S:1:pos:R:3
O 1.5216 1.2394 0.8305
O 0.2702 -1.6794 1.3181
O -2.4863 -1.4329 0.3784
O -0.5935 -1.6189 -1.6510
O 1.2586 3.6064 -0.7927
H 2.4727 1.0983 0.8745
H -0.4223 -1.5576 0.6414
H -2.3198 -1.2584 -0.5632
H -0.5086 -0.8084 -2.1960
H 1.7572 3.0413 -1.3924
H 1.1597 0.5430 1.3964
H -0.2549 -1.9250 2.0961
H -3.2114 -0.8462 0.6269
H 0.2087 -2.1223 -1.8915
H 0.9052 2.9903 -0.1338
```

Calculated values
**2S+1**: 2
**Frontier orbital gap (spin up / spin down)**: 3.06 / 10.86 eV
**Electronic energy**: -10399.3177 eV
**Charge**: -1
**Energy relative to the best compared isomer or geometry (same formula, charge and spin)**: 0.389 eV
**⟨S²⟩**: 0.750

Atomic partial charges in e from the Löwdin method, atoms 1 to 2:
1. O -0.119
2. O -0.148

---

(5)
Formula: H10O5
Source: OMol25
Level of theory: ωB97M-V/def2-TZVPD

```
15
Properties=species:S:1:pos:R:3
O -0.5175 1.0385 1.8950
H -1.4419 0.9427 1.8643
H -0.0458 0.5937 1.1178
O -0.6573 -2.0667 -1.2392
H -1.3995 -1.7778 -0.7203
H -0.9868 -2.7751 -1.7900
O -0.3772 3.1610 -1.1830
H -0.2143 3.5460 -0.3531
H -1.2439 3.2885 -1.4874
O 0.8705 0.0293 -0.0692
H 0.5803 -0.7709 -0.5368
H 0.8385 0.5214 -0.8955
O 1.8323 -2.2103 1.1475
H 1.8229 -1.2831 0.8455
H 0.9398 -2.2372 1.4044
```

Calculated values
**2S+1**: 1
**Frontier orbital gap**: 10.84 eV
**SMILES**: O.O.O.O.O
**Electronic energy**: -10399.4115 eV
**Charge**: 0
**Energy relative to the best compared isomer or geometry (same formula, charge and spin)**: 1.438 eV

Atomic partial charges in e from the Löwdin method, atoms 1 to 2:
1. O -0.089
2. H -0.014

---

(6)
Formula: H10O5
Source: OMol25
Level of theory: ωB97M-V/def2-TZVPD

```
15
Properties=species:S:1:pos:R:3
O -1.5720 0.4883 -1.3710
H -0.9623 0.8675 -1.9488
H -2.0231 1.4124 -1.1370
O 2.4440 -0.0246 -0.9256
H 2.1786 0.5433 -1.5541
H 1.7704 -0.0852 -0.2488
O 0.1626 -0.4097 0.5502
H -0.4141 -0.0739 -0.0988
H -0.3173 -0.6756 1.3429
O 0.7937 -2.9938 -0.6431
H -0.0848 -3.4767 -0.9031
H 0.6377 -2.1758 -0.2202
O -0.8255 2.5536 2.3357
H -0.1502 1.7827 2.1197
H -1.6378 2.2674 2.7020
```

Calculated values
**2S+1**: 1
**Frontier orbital gap**: 10.72 eV
**SMILES**: O.O.O.O.O
**Electronic energy**: -10398.8754 eV
**Charge**: 0
**Energy relative to the best compared isomer or geometry (same formula, charge and spin)**: 1.974 eV

Atomic partial charges in e from the Löwdin method, atoms 1 to 2:
1. O -0.052
2. H 0.008

---

(7)
Formula: H10O5
Source: OMol25
Level of theory: ωB97M-V/def2-TZVPD

```
15
Properties=species:S:1:pos:R:3
O 6.3763 -6.9362 -18.8398
H 6.3953 -7.5009 -18.0584
H 7.2421 -6.5132 -18.8604
O 4.0636 -6.5782 -20.2265
H 4.5149 -6.6879 -21.0692
H 4.7849 -6.5009 -19.5717
O 6.3018 -7.5494 -22.4763
H 5.5047 -7.6473 -23.0099
H 6.1871 -8.1731 -21.7485
O 1.3505 -6.0440 -19.7154
H 1.0342 -5.4757 -20.4245
H 2.3189 -6.0661 -19.8312
O 1.1225 -8.7063 -20.0380
H 0.7030 -8.3718 -19.2429
H 1.7054 -7.9964 -20.3068
```

Calculated values
**2S+1**: 1
**Frontier orbital gap**: 10.51 eV
**SMILES**: O.O.O.O.O
**Electronic energy**: -10399.9468 eV
**Charge**: 0
**Energy relative to the best compared isomer or geometry (same formula, charge and spin)**: 0.903 eV

Atomic partial charges in e from the Löwdin method, atoms 1 to 2:
1. O -0.037
2. H 0.066

---

(8)
Formula: H10O5
Source: OMol25
Level of theory: ωB97M-V/def2-TZVPD

```
15
Properties=species:S:1:pos:R:3
O 0.2419 0.6086 0.3469
H 0.2151 0.8822 1.2707
H 0.4723 -0.3265 0.3858
O 1.1721 -2.0709 -1.0906
H 0.6129 -1.3397 -1.3765
H 1.0958 -2.0626 -0.1298
O 1.1950 -0.3112 3.6765
H 0.4651 -0.2302 4.3009
H 0.7926 -0.1271 2.8202
O -1.7581 1.7319 -0.7781
H -0.9654 1.4632 -0.3002
H -1.8420 2.6721 -0.5833
O -0.5200 0.0939 -2.8068
H 0.1614 -0.5698 -2.9626
H -1.3386 -0.4139 -2.7732
```

Calculated values
**2S+1**: 1
**Frontier orbital gap**: 10.53 eV
**SMILES**: O.O.O.O.O
**Electronic energy**: -10399.0471 eV
**Charge**: 0
**Energy relative to the best compared isomer or geometry (same formula, charge and spin)**: 1.802 eV

Atomic partial charges in e from the Löwdin method, atoms 1 to 2:
1. O -0.014
2. H 0.059